# 1
DFT (the ωB97M-V functional and the def2-TZVPD basis) results for an isolated molecule of C4H10O.

Structure (ORCA input):
```
! wB97M-V def2-TZVPD RIJCOSX def2/J DEFGRID3
* xyz 0 1
C -1.47818 -0.47878 -0.47385
C -0.17405 -0.29107 0.30304
C -0.22145 1.04639 1.06079
C 1.01448 -0.37230 -0.64991
O 2.20940 -0.26922 0.10030
H -2.32475 -0.52703 0.22088
H -1.46877 -1.42169 -1.03965
H -1.64359 0.36882 -1.14139
H -0.07723 -1.11962 1.01689
H 0.04486 1.87667 0.39582
H -1.23127 1.22749 1.42415
H 0.48337 1.07509 1.89836
H 0.94010 0.44665 -1.38789
H 0.97820 -1.32236 -1.20960
H 2.94888 -0.23903 -0.51794
*
```

structure (SMILES)	CC(C)CO
F_max	0.5	eV/A
relative energy (zero: lowest compared OMol25 entry of this formula, charge and spin)	6.4	kcal/mol
electronic energy	-6357.524	eV
orbital gap	11.31	eV

---

# 2
DFT (the ωB97M-V functional and the def2-TZVPD basis) results for a 4-piece molecular cluster, C39H46NO14 overall in a non-equilibrium geometry.

Structure (ORCA input):
```
! wB97M-V def2-TZVPD RIJCOSX def2/J DEFGRID3
* xyz 0 2
C 5.39655 -0.96253 1.45512
C 4.52615 -2.25870 1.22628
C 3.31322 -2.02381 0.22055
C 1.89551 -2.14810 0.94895
O 0.82883 -1.52088 0.24881
C 0.45028 -0.22424 0.78875
C 1.70561 0.68326 1.22087
C 1.37281 2.19225 1.55163
C 0.77985 2.74532 2.80695
C 0.51257 4.17836 3.01244
C 0.86803 5.15464 1.98249
C 1.49006 4.64826 0.76477
C 1.72743 3.21365 0.52616
C 2.40397 2.86387 -0.84333
C -0.38077 -0.49286 2.09013
C -1.92550 -0.12786 2.08462
C -2.68330 -1.37348 2.76087
C -2.22126 1.07340 3.11512
N -2.56904 0.04686 0.76167
O -2.76736 -1.14506 0.26125
C -1.81235 0.88729 -0.18276
C -1.95986 2.46421 0.08473
C -2.52544 0.67561 -1.60325
C -0.29579 0.50254 -0.40319
H 4.81918 -0.21047 2.05532
H 6.30437 -1.27201 2.04853
H 5.70776 -0.58033 0.45173
H 4.04705 -2.58672 2.19909
H 5.10658 -3.14387 0.86156
H 3.40585 -1.09464 -0.39497
H 3.34237 -2.88164 -0.51480
H 1.67380 -3.25860 0.92571
H 1.95965 -1.90011 2.04755
H 2.22970 0.27912 2.13896
H 2.49681 0.66656 0.41787
H 0.50756 2.08919 3.67398
H 0.03978 4.55348 3.94668
H 0.66944 6.23610 2.16758
H 1.79821 5.38563 -0.00953
H 2.13358 1.84911 -1.23355
H 3.51678 2.81227 -0.63252
H 2.27709 3.68392 -1.59284
H 0.10441 0.11197 2.91503
H -0.28247 -1.55977 2.44339
H -2.24692 -2.35544 2.46233
H -2.46787 -1.25796 3.86871
H -3.79297 -1.30419 2.65801
H -3.31636 1.07730 3.34840
H -1.89825 2.07090 2.73157
H -1.66357 0.89950 4.10155
H -2.24082 2.98734 -0.87154
H -2.83339 2.59608 0.77608
H -1.05520 2.91034 0.56795
H -3.63359 0.57706 -1.40222
H -2.23271 -0.30591 -2.06717
H -2.28022 1.48259 -2.32990
H -0.27257 -0.16895 -1.31050
H 0.22052 1.44260 -0.75005
C 3.17013 -0.22042 7.15932
C 2.32566 0.40670 6.33431
C 1.05363 -0.23871 5.88196
O 0.29938 0.37296 5.14379
C 0.76800 -1.59373 6.34589
C 1.61479 -2.22185 7.16830
C 2.87224 -1.56761 7.64276
O 3.60539 -2.16867 8.40528
O 1.37421 -3.46997 7.60655
O 2.58335 1.64694 5.87540
H 4.09140 0.23504 7.49567
H -0.14599 -2.05535 5.99730
H 2.12969 -3.69453 8.18388
H 1.82872 1.88010 5.30157
C 0.32967 2.26730 -4.31014
C 1.05329 2.97054 -5.18549
C 1.25351 2.49957 -6.59060
O 1.90527 3.18215 -7.36029
C 0.65425 1.22399 -6.97976
C -0.06794 0.51766 -6.10246
C -0.28921 1.00197 -4.70695
O -0.96556 0.33621 -3.94885
O -0.62934 -0.65916 -6.43490
O 1.63586 4.13696 -4.84407
H 0.17593 2.59799 -3.29115
H 0.82062 0.88646 -7.99344
H -1.10047 -0.96560 -5.63056
H 2.09568 4.44408 -5.64931
C -5.39352 -4.26709 -4.40570
C -4.55678 -3.28526 -4.05191
C -3.73568 -2.55753 -5.06825
O -2.99987 -1.65658 -4.70583
C -3.85029 -2.96700 -6.46645
C -4.68424 -3.95058 -6.81820
C -5.52566 -4.66036 -5.80674
O -6.28509 -5.53804 -6.17443
O -4.80556 -4.34706 -8.09826
O -4.41817 -2.90914 -2.76754
H -5.99454 -4.80007 -3.68193
H -3.23792 -2.44427 -7.18897
H -5.46732 -5.06558 -8.08718
H -3.76124 -2.18501 -2.77028
*
```

F_max	3.6	eV/A
⟨S²⟩	0.75
electronic energy	-71337.517	eV
orbital gap (alpha / beta)	6.77 / 7.06	eV

---

# 3
DFT (the ωB97M-V functional and the def2-TZVPD basis) results for a 8-piece molecular cluster, C5H25N2O8 overall in a non-equilibrium geometry.

Structure (ORCA input):
```
! wB97M-V def2-TZVPD RIJCOSX def2/J DEFGRID3
* xyz 1 1
O -2.25704 -0.35398 1.04272
C -1.46268 -0.48305 0.12525
C -0.03300 0.11358 0.27559
C 0.92909 -1.05703 0.56269
C 1.30734 -1.74161 -0.69709
C 0.80850 -2.93551 -1.04124
N 2.24125 -1.01455 -1.52746
N -0.02067 1.17165 1.35165
H -1.71183 -1.01841 -0.80420
H 0.25112 0.57216 -0.72014
H 1.79702 -0.65053 1.11738
H 0.48081 -1.80920 1.26345
H 0.10325 -3.48105 -0.50666
H 1.07005 -3.48845 -1.94917
H 2.76151 -1.59704 -2.18986
H 2.85960 -0.46023 -1.02849
H 0.88184 1.19254 1.84524
H -0.73513 0.97152 2.10913
H -0.28494 2.12112 0.90897
H -1.83651 -0.43230 2.79367
H -1.97406 -0.01243 4.31195
O -1.40910 -0.11283 3.58794
H 0.75861 0.80077 -4.01296
H 1.18230 0.24325 -2.61224
O 0.68892 0.94512 -3.05629
H 0.00657 3.38286 -0.67691
H -1.36733 2.62260 -0.73459
O -0.85104 3.15359 -0.11799
H -1.89989 -3.80125 0.71176
H -2.92074 -2.74295 0.83042
O -1.98839 -2.90023 0.70178
H -0.84378 1.11706 -2.35497
H -2.46681 1.39879 -2.39188
O -1.66473 1.21814 -1.81530
H 0.34714 -0.32734 3.58437
H 1.87318 -0.10488 4.04584
O 1.26522 -0.06195 3.28278
H 1.23687 2.43380 -2.27678
H 1.57736 3.93974 -2.22497
O 1.30013 3.18853 -1.71339
*
```

F_max	3.7	eV/A
relative energy (zero: lowest compared OMol25 entry of this formula, charge and spin)	27.6	kcal/mol
electronic energy	-24945.438	eV
orbital gap	9.64	eV

---

# 4
DFT (the ωB97M-V functional and the def2-TZVPD basis) results for an isolated ion of composition C5H11NO2PSi and charge -1.

Structure (ORCA input):
```
! wB97M-V def2-TZVPD RIJCOSX def2/J DEFGRID3
* xyz -1 1
H -2.96984 -1.95512 0.05573
N -2.43546 -1.20411 -0.37774
C -2.20113 -0.29080 0.47251
C -1.46132 0.97495 0.17963
Si 0.03824 0.87304 -0.99877
C 0.49183 2.64157 -1.61001
O 0.69204 2.77798 -2.83255
O 0.51455 3.47801 -0.67581
P 1.77308 0.00283 0.17994
C 1.03783 -0.49448 1.81552
C 1.93729 -1.66845 -0.61558
H -2.56159 -0.39491 1.50912
H -2.15996 1.71789 -0.21881
H -1.10911 1.39067 1.12744
H -0.25324 -0.08067 -2.10199
H 1.51209 -1.41838 2.15263
H 1.25639 0.29015 2.54062
H -0.04147 -0.64878 1.79476
H 2.91272 -2.09527 -0.37514
H 1.14917 -2.36740 -0.32579
H 1.87787 -1.52871 -1.69572
*
```

structure (SMILES)	[H]/N=C/C[Si@@H](C(=O)[O-])P(C)C
F_max	0.3	eV/A
electronic energy	-28116.136	eV
orbital gap	6.95	eV